The following is a DFT calculation (ωB97M-V/def2-TZVPD) of an isolated molecule of C2H2FNO2 in a non-equilibrium geometry.

Results
HOMO-LUMO gap = 9.00 eV
Energy above the lowest of the compared OMol25 structures with the same formula, charge and spin = 5.668 eV
E_LUMO = -1.2254 eV
SMILES = C=C(F)[N+](=O)[O-]
Highest occupied orbital energy = -0.376 Eh
E_tot = -382.32212 a.u.

```
8
Properties=species:S:1:pos:R:3:forces:R:3:nbo_charge:R:1
H -0.48315 -1.92766 -1.11631 -0.3 1.6 1.9 0.2324
N 0.41387 1.09214 0.61254 1.2 1.3 0.4 0.4461
C 0.10931 0.15153 -0.42772 -4.4 -7.5 1.7 0.4734
O 1.44886 1.72173 0.37613 -1.0 -0.3 0.5 -0.3540
H -1.08456 -1.58965 0.74566 1.3 1.0 -1.2 0.2526
C -0.54909 -1.22424 -0.18616 2.5 4.5 -2.2 -0.4423
F 0.42827 0.57151 -1.60796 0.5 -0.1 -0.5 -0.2693
O -0.28350 1.20464 1.60382 0.2 -0.5 -0.7 -0.3389
```
Forces are in eV/Å.